No. 1
The following is a quantum chemistry calculation of a structure of composition H14LiO7, from the OMol25 dataset.

For the HOMO-LUMO gap (spin up / spin down), the calculation gives 0.428 / 0.146 Eh. For the energy above the lowest of the compared OMol25 structures with the same formula, charge and spin, the calculation gives 29.8 kJ/mol. Its multiplicity is 2. Its calculated total energy is -14747.3235 eV. The highest occupied orbital energy (spin up / spin down) comes out at -19.02 / -19.02 eV. Its net charge is +2. Its LUMO energy (spin up / spin down) is -7.4 / -15.0 eV.

CARTESIAN COORDINATES (ANGSTROEM)
Li: -0.81762 -0.10524 -0.04492
O: 2.34742 0.92309 0.96918
H: 1.49390 1.35570 0.94494
H: 2.98003 1.63466 0.87066
O: -0.33470 2.01972 0.22890
H: -0.05963 2.09897 -0.68449
H: 0.15981 2.69848 0.68822
O: -1.09033 -2.06229 -0.87707
H: -1.80984 -2.67668 -0.73193
H: -0.35608 -2.61264 -1.14954
O: 0.62046 0.38530 -1.61078
H: 1.47393 0.81010 -1.69660
H: 0.43860 0.03383 -2.48235
O: -2.83523 0.41271 -0.55383
H: -3.42032 1.10347 -0.24279
H: -3.34678 -0.05628 -1.21307
O: 1.84766 -1.82061 0.40635
H: 1.99744 -1.09271 1.00965
H: 1.80073 -1.41069 -0.45735
O: -0.24208 -0.44677 1.85120
H: -0.81498 0.05018 2.43519
H: -0.03245 -1.24232 2.34047

=====

No. 2
The following is a quantum chemistry calculation of a structure of composition H14NaO7, from the OMol25 dataset.

For the HOMO-LUMO gap, the calculation gives 0.423 Eh. For the energy above the lowest of the compared OMol25 structures with the same formula, charge and spin, the calculation gives 91.7 kJ/mol. Its calculated total energy is -18972.5624 eV. The highest occupied orbital energy comes out at -14.83 eV. Its net charge is +1. Its LUMO energy is -3.3 eV.

CARTESIAN COORDINATES (ANGSTROEM)
Na: 0.22321 0.15325 -0.12462
O: -0.12548 2.00769 1.59976
H: -0.38746 1.40253 2.23904
H: 0.78698 2.16920 1.80450
O: 2.33485 -0.62411 -0.74184
H: 2.83067 -0.69545 0.08339
H: 2.35165 -1.54400 -1.00151
O: -2.04572 -0.50303 1.45289
H: -2.92249 -0.48842 1.81118
H: -2.23105 -0.42677 0.50214
O: -1.83174 0.61359 -1.36180
H: -2.80709 0.59048 -1.35988
H: -1.82218 0.64602 -2.32403
O: 0.91241 1.88995 -1.82139
H: 1.83423 1.69572 -1.72355
H: 0.79397 2.04047 -2.76019
O: -0.52432 -2.08328 -0.68500
H: -0.31342 -1.68113 -1.53792
H: -0.05855 -2.93021 -0.68638
O: 1.03713 -0.59753 1.85568
H: 0.43573 -1.29557 2.20488
H: 1.52867 -0.33941 2.57466

=====

No. 3
The following is a quantum chemistry calculation of a cluster of 7 separate species, H14O6S in total, from the OMol25 dataset.

For the HOMO-LUMO gap, the calculation gives 0.354 Eh. For the energy above the lowest of the compared OMol25 structures with the same formula, charge and spin, the calculation gives 86.5 kJ/mol. As for the structure (SMILES): O.O.O.O.O.O.S. Its calculated total energy is -23347.5346 eV. The highest occupied orbital energy comes out at -9.44 eV. Its net charge is 0. Its LUMO energy is 0.2 eV.

CARTESIAN COORDINATES (ANGSTROEM)
S: -0.87387 0.70485 2.72608
H: -1.66810 -0.35729 2.89485
H: 0.19616 0.07586 3.22613
H: 1.74332 0.04887 -0.19115
H: 2.02063 1.41236 0.66685
O: 2.10233 0.94658 -0.16409
H: -1.92049 1.29900 0.00597
H: -1.42918 0.03287 -0.81637
O: -2.17793 0.48438 -0.42652
H: 1.06698 2.21194 -2.70708
H: 0.89422 2.17076 -1.19264
O: 0.39800 2.08349 -2.02755
H: -1.04368 -0.54892 -3.78257
H: -0.18287 0.07500 -2.68732
O: -0.37266 -0.76353 -3.12832
H: -0.07699 -2.20121 0.74504
H: 0.72652 -3.20292 1.54396
O: 0.16760 -2.42698 1.64851
H: 2.05101 -1.93527 -0.49171
H: 0.99972 -1.86590 -1.58216
O: 1.25487 -1.45281 -0.74619

=====

No. 4
The following is a quantum chemistry calculation of a cluster of 7 separate species, H14O6S in total, from the OMol25 dataset.

For the HOMO-LUMO gap, the calculation gives 0.385 Eh. For the energy above the lowest of the compared OMol25 structures with the same formula, charge and spin, the calculation gives 80.1 kJ/mol. As for the structure (SMILES): O.O.O.O.O.O.S. Its calculated total energy is -23347.6013 eV. The highest occupied orbital energy comes out at -10.14 eV. Its net charge is 0. Its LUMO energy is 0.3 eV.

CARTESIAN COORDINATES (ANGSTROEM)
S: -3.03889 -2.13360 -0.32828
H: -3.12238 -3.14265 0.53351
H: -3.79799 -2.69724 -1.29008
H: 0.17468 -0.35874 3.04466
H: -0.59743 -0.35828 1.74352
O: -0.40839 -0.90474 2.50866
H: -1.72897 -0.66443 -1.93771
H: -1.43359 -0.81981 -3.35020
O: -1.30917 -0.17219 -2.66102
H: 2.94436 -0.34653 0.54842
H: 1.51109 -0.59934 0.22684
O: 2.40291 -0.82324 -0.10181
H: 1.16349 2.05949 -1.87666
H: 2.16528 1.15155 -1.27158
O: 1.56220 1.88142 -1.03723
H: -1.16269 0.41893 -0.55045
H: -0.22774 1.46398 0.20349
O: -0.90564 0.79734 0.26721
H: 1.86851 1.87206 1.00603
H: 2.11551 2.01000 2.48749
O: 1.82486 1.36605 1.83519

=====

No. 5
The following is a quantum chemistry calculation of a cluster of 7 separate species, H14O7 in total, from the OMol25 dataset.

For the HOMO-LUMO gap (spin up / spin down), the calculation gives 0.082 / 0.375 Eh. For the energy above the lowest of the compared OMol25 structures with the same formula, charge and spin, the calculation gives 104.9 kJ/mol. Its multiplicity is 2. Its calculated total energy is -14558.9067 eV. The highest occupied orbital energy (spin up / spin down) comes out at 0.62 / -7.36 eV. Its net charge is -1. Its LUMO energy (spin up / spin down) is 2.9 / 2.8 eV.

CARTESIAN COORDINATES (ANGSTROEM)
O: 3.98153 -17.38154 18.69350
H: 4.01479 -17.20986 17.75240
H: 4.57837 -18.11837 18.82426
O: 1.53791 -14.86754 14.25609
H: 1.19031 -14.18424 14.82924
H: 2.01599 -14.39117 13.57731
O: 3.46859 -18.34106 13.08849
H: 4.31773 -18.75812 12.94268
H: 3.33230 -17.79667 12.31306
O: 3.81382 -16.89967 15.94071
H: 4.46453 -16.23177 16.15686
H: 3.36547 -16.55661 15.16771
O: 5.76091 -14.95483 14.79150
H: 6.18389 -14.93948 15.65004
H: 6.36588 -15.44486 14.23463
O: 6.91243 -15.26719 17.31315
H: 7.29492 -15.35972 18.18571
H: 7.66181 -15.29611 16.71832
O: 0.69994 -17.04850 12.91866
H: -0.11272 -17.17660 13.40796
H: 1.08424 -16.25662 13.29478